10
Properties=species:S:1:pos:R:3:nbo_charge:R:1 method="wB97M-V/def2-TZVPD" lumo_ev=-0.12 orbital_gap_ev=11.032 smiles="O=C(O)n1cnnn1" max_force_ev_per_a=4.3 homo_energy_ev=-11.15 relative_energy_kcal_mol=75.5 mol_weight_da=114.06 total_energy_ha=-446.85241
O 1.784 -1.541 -0.208 -0.494
C 1.426 -0.427 -0.054 0.893
O 2.129 0.651 0.209 -0.600
N -0.055 -0.313 -0.020 -0.326
C -0.919 0.717 -0.170 0.145
N -2.192 0.316 -0.075 -0.266
N -2.009 -1.031 0.095 -0.044
N -0.841 -1.415 0.226 0.001
H 1.319 1.318 0.221 0.489
H -0.642 1.725 -0.224 0.202